{
  "formula": "C19H15F3N3OPdS",
  "method": "ωB97M-V with the def2-TZVPD basis set",
  "total_charge": 1,
  "multiplicity": 3,
  "s_squared": 2.008,
  "homo_lumo_gap_ev": [8.76, 6.82],
  "species": ["Pd", "F", "C", "F", "F", "C", "C", "C", "C", "N", "C", "S", "H", "H", "H", "O", "C", "C", "C", "C", "C", "C", "N", "H", "H", "H", "H", "H", "H", "H", "N", "C", "C", "C", "C", "C", "C", "C", "H", "H", "H", "H", "H"],
  "coordinates": [[-0.227245, -0.385529, -1.501399], [-0.302272, -0.919940, 3.830448], [-1.423012, -0.224484, 3.640955], [-2.457422, -1.104362, 3.774856], [-1.498372, 0.624386, 4.662752], [-1.430598, 0.566499, 2.348800], [-2.046500, 1.779107, 2.420548], [-2.302994, 2.533393, 1.268129], [-1.864719, 1.987052, 0.093793], [-1.298216, 0.768167, 0.009442], [-1.033741, 0.014105, 1.092649], [-0.289067, -1.519403, 0.716225], [-2.343032, 2.162499, 3.390689], [-2.728712, 3.531264, 1.280508], [-1.954390, 2.510716, -0.848849], [0.634643, -2.070753, -2.938191], [-0.158643, -3.273274, -2.851895], [-1.587267, -2.908532, -2.625190], [-2.628232, -3.781896, -2.998563], [-3.936436, -3.407645, -2.707296], [-4.166229, -2.183192, -2.087183], [-3.105151, -1.367696, -1.827731], [-1.841317, -1.718285, -2.083723], [1.562510, -2.400653, -2.925148], [0.223046, -3.855482, -2.002287], [-0.044396, -3.881362, -3.723982], [-2.356417, -4.760950, -3.389102], [-4.747077, -4.094904, -2.891540], [-5.168407, -1.866129, -1.878087], [-3.238650, -0.425339, -1.293265], [1.515242, 0.912932, -1.176279], [2.351481, 1.354668, -0.519773], [3.351037, 1.921805, 0.297378], [3.045417, 2.709724, 1.392137], [4.019682, 3.231349, 2.188081], [5.365901, 2.873615, 1.961637], [5.701617, 2.084042, 0.868003], [4.700426, 1.619039, 0.022351], [1.994416, 2.952521, 1.594293], [3.917973, 3.913586, 3.031124], [6.188679, 3.244425, 2.601830], [6.733657, 1.872983, 0.637747], [4.872789, 0.981934, -0.854893]],
  "atomic_forces_ev_per_a": [[0.116, -0.416, -0.094], [0.277, -0.324, -0.345], [0.232, -0.431, 0.214], [0.520, 0.666, -0.493], [-0.281, 0.242, 0.656], [-0.164, -1.731, -0.079], [-0.573, 1.115, -0.248], [0.582, -0.056, 0.215], [0.087, -0.312, -0.518], [0.412, 0.084, 0.057], [-0.812, 0.712, 0.474], [0.018, 0.583, 0.247], [-0.019, -0.070, -0.158], [-0.047, -0.260, 0.128], [-0.098, 0.018, -0.029], [0.881, -0.865, -0.178], [0.403, 0.442, 1.050], [-0.921, -0.128, -0.601], [0.473, 0.395, 0.752], [0.651, -0.290, 0.158], [-0.312, -0.512, -0.717], [0.252, 0.526, 0.729], [0.028, 0.040, -0.072], [-0.764, 0.758, -0.013], [-0.253, -0.021, 0.008], [0.021, -0.232, -0.747], [-0.269, 0.247, -0.115], [-0.120, 0.023, -0.167], [-0.253, 0.116, 0.224], [0.038, -0.172, -0.354], [0.192, -0.099, 0.255], [-0.889, -0.119, -0.481], [1.773, -0.264, 0.199], [-1.957, 0.681, 0.221], [2.434, 0.085, 0.862], [0.074, 0.209, -0.230], [-0.357, 0.007, -0.341], [-0.619, -0.365, -0.304], [0.426, -0.105, -0.087], [-0.852, -0.254, -0.269], [-0.782, -0.165, -0.341], [0.093, -0.133, 0.068], [0.355, 0.373, 0.464]],
  "nbo_charge": [0.989, -0.309, 0.980, -0.319, -0.317, -0.218, -0.096, -0.275, 0.060, -0.547, 0.096, -0.070, 0.252, 0.246, 0.215, -0.725, -0.105, 0.203, -0.224, -0.123, -0.239, 0.060, -0.480, 0.505, 0.205, 0.206, 0.237, 0.239, 0.242, 0.217, -0.461, 0.453, -0.228, -0.137, -0.215, -0.141, -0.215, -0.128, 0.228, 0.241, 0.235, 0.236, 0.229]
}



{
  "formula": "C4H3N",
  "method": "ωB97M-V with the def2-TZVPD basis set",
  "total_charge": 0,
  "multiplicity": 1,
  "smiles": "C#CCC#N",
  "homo_lumo_gap_ev": 11.53,
  "species": ["C", "C", "C", "C", "N", "H", "H", "H"],
  "coordinates": [[1.902234, 0.643471, 0.162676], [0.838588, 0.095869, 0.052437], [-0.438071, -0.611784, -0.083649], [-1.605558, 0.284938, -0.055338], [-2.535389, 0.971161, -0.040934], [2.847655, 1.128734, 0.268880], [-0.546546, -1.343457, 0.723503], [-0.462912, -1.168929, -1.027575]],
  "atomic_forces_ev_per_a": [[-0.439, -0.231, -0.025], [0.504, 0.245, 0.037], [-0.068, -0.045, -0.047], [-0.790, 0.633, 0.017], [0.940, -0.700, -0.009], [-0.171, -0.066, -0.029], [0.000, 0.081, -0.078], [0.025, 0.084, 0.135]],
  "nbo_charge": [-0.187, -0.023, -0.572, 0.289, -0.300, 0.242, 0.275, 0.275]
}



These records have energy above the lowest of the compared OMol25 structures with the same formula, charge and spin values of 16.17, 28.90 kJ/mol, in the order they appear.
These records have energy values of -48925.848, -5684.208 eV, in the order they appear.